{
  "formula": "C3H7NO2S",
  "method": "ωB97M-V/def2-TZVPD",
  "homo_lumo_gap_ha": 0.34428,
  "de_lowest_kcal_mol": 130.89,
  "homo_ev": -9.69,
  "total_energy_ev": -19639.92843,
  "largest_force_ev_per_a": 6.8,
  "symbols": ["C", "C", "C", "N", "O", "O", "S", "H", "H", "H", "H", "H", "H", "H"],
  "coordinates": [[-0.282, 1.398, 0.498], [0.916, -0.609, -1.309], [-0.932, 0.823, -0.673], [-0.079, 0.057, 1.971], [0.675, 3.019, 2.238], [-0.006, 0.428, -1.624], [0.190, 2.915, 0.845], [1.575, -0.357, -0.307], [1.538, -0.611, -2.069], [0.474, -1.507, -1.203], [-1.655, 1.487, -1.120], [-1.562, 0.063, -0.362], [0.687, 0.442, 2.532], [-0.935, 0.230, 2.506]],
  "lowdin_charge": [-0.37, -0.06, -0.32, 0.07, -0.58, -0.16, 0.95, 0.15, 0.03, 0.05, 0.13, 0.10, 0.00, 0.01]
}

---

{
  "formula": "C17H20BrN2OS",
  "method": "ωB97M-V/def2-TZVPD",
  "homo_lumo_gap_ha": 0.25096,
  "total_charge": 1,
  "homo_ev": -11.76,
  "total_energy_ev": -103842.73061,
  "largest_force_ev_per_a": 4.8,
  "symbols": ["C", "C", "N", "C", "C", "C", "C", "C", "Br", "C", "N", "C", "C", "C", "C", "C", "C", "C", "S", "C", "C", "O", "H", "H", "H", "H", "H", "H", "H", "H", "H", "H", "H", "H", "H", "H", "H", "H", "H", "H", "H", "H"],
  "coordinates": [[3.059, -3.265, 0.427], [3.944, -2.413, -0.610], [3.327, -1.133, -1.082], [1.837, -1.204, -1.176], [1.173, -0.091, -2.136], [0.102, 0.855, -1.425], [0.259, 2.405, -1.691], [-0.800, 3.352, -1.044], [-0.663, 5.303, -1.400], [-1.906, 2.724, -0.149], [-2.041, 1.302, 0.092], [-3.132, 0.765, 0.969], [-2.808, 0.293, 2.430], [-3.912, -0.263, 3.398], [-5.371, -0.325, 2.885], [-5.723, 0.138, 1.426], [-4.599, 0.666, 0.465], [-1.084, 0.381, -0.540], [-1.378, -1.419, -0.213], [3.650, -0.054, -0.108], [3.919, 1.471, -0.585], [3.717, -0.259, 1.142], [3.641, -4.112, 0.948], [2.472, -2.607, 1.160], [2.253, -3.810, -0.205], [4.231, -3.076, -1.513], [4.948, -2.198, -0.076], [1.447, -2.225, -1.550], [1.432, -1.014, -0.109], [0.634, -0.584, -3.028], [1.996, 0.568, -2.612], [1.095, 2.828, -2.363], [-2.696, 3.392, 0.360], [-1.744, 0.330, 2.871], [-3.664, -0.591, 4.470], [-6.203, -0.707, 3.561], [-6.807, 0.104, 1.046], [-4.854, 0.989, -0.606], [-1.804, -2.052, -1.376], [4.973, 1.562, -1.045], [3.146, 1.818, -1.349], [3.934, 2.157, 0.342]],
  "lowdin_charge": [-0.11, -0.22, -0.11, -0.21, -0.13, -0.10, 0.02, -0.53, 0.70, 0.02, -0.07, -0.23, 0.00, -0.04, -0.04, -0.03, 0.01, -0.37, 0.81, -0.36, 0.00, 0.04, 0.09, 0.08, 0.07, 0.13, 0.13, 0.13, 0.10, 0.13, 0.12, 0.13, 0.15, 0.11, 0.11, 0.10, 0.10, 0.11, -0.08, 0.10, 0.04, 0.10]
}

---

{
  "formula": "C34H57N3O7S4",
  "method": "ωB97M-V/def2-TZVPD",
  "homo_lumo_gap_ha": 0.26978,
  "homo_ev": -7.63,
  "total_energy_ev": -98315.70348,
  "largest_force_ev_per_a": 2.3,
  "symbols": ["C", "C", "C", "C", "N", "C", "C", "C", "C", "C", "C", "C", "C", "C", "C", "N", "C", "C", "C", "C", "O", "C", "O", "C", "C", "N", "C", "C", "C", "C", "C", "O", "H", "H", "H", "H", "H", "H", "H", "H", "H", "H", "H", "H", "H", "H", "H", "H", "H", "H", "H", "H", "H", "H", "H", "H", "H", "H", "H", "H", "H", "H", "H", "H", "H", "C", "S", "O", "C", "H", "H", "H", "H", "H", "H", "C", "S", "O", "C", "H", "H", "H", "H", "H", "H", "C", "S", "O", "C", "H", "H", "H", "H", "H", "H", "C", "S", "O", "C", "H", "H", "H", "H", "H", "H"],
  "coordinates": [[1.152, -2.178, 0.468], [0.500, -1.707, -0.438], [-0.526, -1.293, -1.390], [-0.583, -1.851, -2.658], [0.369, -2.861, -3.104], [-0.419, -4.126, -3.309], [0.303, -5.383, -2.750], [0.741, -5.227, -1.254], [-0.018, -6.190, -0.296], [-1.597, -1.494, -3.576], [-2.525, -0.567, -3.146], [-2.462, 0.014, -1.862], [-1.465, -0.322, -0.947], [-1.373, 0.302, 0.446], [-0.449, 1.590, 0.305], [0.948, 1.308, 0.648], [1.441, 2.060, 1.826], [2.090, 1.036, 2.835], [1.842, 1.454, -0.470], [1.806, 2.629, -1.467], [2.713, 0.631, -0.622], [-3.567, 1.010, -1.516], [-3.376, 2.007, -0.860], [-4.939, 0.661, -2.106], [-6.138, 0.963, -1.198], [-7.267, 1.664, -1.859], [-8.446, 0.772, -1.653], [-5.000, 0.111, -3.319], [-6.269, -0.306, -4.007], [-7.038, 0.511, -4.816], [-3.682, -0.156, -4.060], [-3.570, -0.046, -5.253], [1.659, -2.473, 1.394], [0.646, -2.586, -4.044], [-1.389, -4.085, -2.780], [-0.687, -4.260, -4.376], [-0.468, -6.182, -2.757], [1.127, -5.733, -3.390], [1.822, -5.441, -1.225], [0.501, -4.202, -0.946], [-1.080, -6.309, -0.573], [0.501, -7.161, -0.237], [-0.005, -5.746, 0.714], [-1.672, -1.945, -4.566], [-2.376, 0.683, 0.681], [-0.981, -0.405, 1.187], [-0.598, 1.940, -0.728], [-0.922, 2.348, 0.957], [0.664, 2.634, 2.346], [2.281, 2.712, 1.516], [1.796, 0.001, 2.624], [3.188, 1.111, 2.778], [1.827, 1.293, 3.879], [2.590, 3.366, -1.191], [0.813, 3.075, -1.621], [2.104, 2.214, -2.445], [-6.418, 0.016, -0.700], [-5.772, 1.624, -0.388], [-7.488, 2.459, -1.249], [-8.528, 0.535, -0.568], [-9.387, 1.253, -1.955], [-8.291, -0.204, -2.140], [-6.614, -1.349, -3.869], [-7.651, 1.321, -4.405], [-7.047, 0.285, -5.894], [4.594, -4.610, 1.256], [4.810, -3.355, 2.533], [3.616, -2.466, 2.481], [6.155, -2.486, 1.715], [3.762, -5.251, 1.546], [4.371, -4.134, 0.300], [5.503, -5.207, 1.178], [5.832, -2.147, 0.730], [7.013, -3.152, 1.624], [6.424, -1.628, 2.328], [-6.854, 5.001, 1.030], [-7.826, 3.674, 1.761], [-8.953, 3.385, 0.833], [-8.481, 4.652, 3.122], [-6.377, 4.620, 0.128], [-7.505, 5.837, 0.773], [-6.088, 5.322, 1.737], [-9.027, 5.511, 2.731], [-7.660, 4.984, 3.758], [-9.156, 4.024, 3.700], [8.510, -1.099, 5.224], [7.602, -2.482, 5.937], [6.490, -2.808, 5.004], [6.896, -1.553, 7.307], [9.005, -1.447, 4.319], [7.820, -0.292, 4.977], [9.259, -0.751, 5.936], [6.310, -0.717, 6.924], [7.697, -1.190, 7.951], [6.249, -2.221, 7.873], [5.683, 3.460, -1.512], [5.863, 4.641, -0.166], [4.648, 5.499, -0.159], [7.189, 5.586, -0.934], [4.869, 2.780, -1.264], [5.449, 3.985, -2.439], [6.606, 2.892, -1.626], [6.857, 5.974, -1.897], [8.062, 4.946, -1.065], [7.444, 6.415, -0.275]],
  "lowdin_charge": [0.15, -0.07, -0.10, -0.20, 0.02, -0.21, -0.20, -0.24, -0.11, 0.05, -0.07, -0.04, -0.09, -0.07, -0.15, -0.09, -0.18, -0.07, -0.46, 0.01, 0.09, -0.26, 0.11, -0.06, -0.16, -0.08, -0.14, -0.09, -0.12, 0.03, -0.27, 0.13, 0.04, 0.11, 0.12, 0.11, 0.10, 0.10, 0.10, 0.05, 0.07, 0.07, 0.06, 0.13, 0.10, 0.12, 0.10, 0.12, 0.11, 0.11, 0.06, 0.07, 0.06, 0.07, 0.07, 0.09, 0.13, 0.11, 0.07, 0.08, 0.08, 0.07, 0.11, 0.05, 0.06, -0.27, 0.81, -0.56, -0.26, 0.05, 0.06, 0.05, 0.06, 0.05, 0.04, -0.27, 0.79, -0.56, -0.27, 0.05, 0.06, 0.06, 0.06, 0.05, 0.05, -0.27, 0.82, -0.58, -0.27, 0.05, 0.06, 0.05, 0.06, 0.05, 0.05, -0.27, 0.80, -0.56, -0.28, 0.03, 0.06, 0.05, 0.06, 0.05, 0.05]
}

---

{
  "formula": "C4H8",
  "method": "ωB97M-V/def2-TZVPD",
  "homo_lumo_gap_ha": 0.33864,
  "de_lowest_kcal_mol": 75.95,
  "homo_ev": -8.03,
  "total_energy_ev": -4273.89995,
  "largest_force_ev_per_a": 0.3,
  "symbols": ["C", "C", "C", "C", "H", "H", "H", "H", "H", "H", "H", "H"],
  "coordinates": [[1.358, -0.425, -0.249], [0.244, -0.680, 0.747], [-1.087, -0.441, 0.137], [-0.753, 0.889, 0.797], [2.277, -0.066, 0.225], [1.115, 0.227, -1.107], [1.587, -1.418, -0.659], [0.177, 0.562, 1.471], [-1.941, -0.963, 0.568], [-1.149, -0.370, -0.953], [-1.437, 1.182, 1.593], [-0.467, 1.690, 0.118]],
  "lowdin_charge": [-0.16, -0.18, -0.26, -0.12, 0.07, 0.07, 0.08, 0.10, 0.10, 0.10, 0.10, 0.10]
}